A molecular structure, C34H61Br21HgN3O3 in a non-equilibrium geometry. Source: OMol25; level of theory: ωB97M-V/def2-TZVPD.

ORCA input file:
```
! wB97M-V def2-TZVPD RIJCOSX def2/J DEFGRID3
* xyz -1 1
Hg -0.668 -2.135 0.225
C -0.504 -2.382 3.642
C -1.871 -3.070 3.402
C -2.914 -1.976 3.764
C -4.349 -2.271 3.327
C -4.365 -2.519 1.815
C -3.382 -3.649 1.405
N -2.058 -3.335 1.945
O -0.998 -4.193 1.530
C -3.352 -3.685 -0.124
C -3.916 -5.011 1.926
C -1.959 -4.342 4.284
H -0.608 -1.763 4.533
H -0.083 -1.783 2.831
H 0.309 -3.106 3.755
H -2.688 -1.013 3.301
H -3.141 -1.916 4.836
H -4.933 -1.389 3.587
H -4.643 -3.221 3.784
H -4.004 -1.564 1.417
H -5.367 -2.736 1.438
H -4.365 -3.675 -0.529
H -2.806 -4.584 -0.409
H -2.857 -2.783 -0.487
H -4.946 -5.072 1.551
H -4.074 -5.121 2.998
H -3.334 -5.891 1.658
H -1.634 -5.225 3.734
H -3.017 -4.515 4.475
H -1.328 -4.209 5.161
C -2.197 2.635 0.142
C -1.513 1.525 -0.706
C -0.790 2.216 -1.886
C 0.486 2.906 -1.465
C 1.411 1.942 -0.722
C 0.754 1.166 0.444
N -0.607 0.702 0.101
O -1.332 -0.111 1.027
C 0.832 2.046 1.712
C 1.652 -0.058 0.665
C -2.620 0.680 -1.346
H -3.103 3.020 -0.332
H -1.475 3.433 0.313
H -2.458 2.218 1.117
H -1.367 2.926 -2.487
H -0.563 1.456 -2.642
H 0.216 3.794 -0.873
H 0.957 3.443 -2.297
H 2.206 2.538 -0.269
H 1.874 1.408 -1.554
H 0.360 1.475 2.518
H 0.223 2.953 1.693
H 1.853 2.300 1.995
H 1.153 -0.806 1.282
H 2.555 0.247 1.196
H 1.860 -0.518 -0.301
H -3.251 1.412 -1.841
H -3.130 0.084 -0.588
H -2.189 -0.059 -2.023
C 2.621 -5.194 -1.405
C 2.230 -3.782 -0.827
C 3.585 -3.021 -1.096
C 3.655 -2.496 -2.511
C 2.415 -1.724 -2.997
C 1.070 -2.464 -2.765
N 1.116 -3.122 -1.445
O -0.110 -3.889 -1.259
C 0.957 -3.407 -3.996
C 0.002 -1.373 -2.785
C 2.164 -3.906 0.701
H 3.398 -5.727 -0.859
H 2.724 -5.163 -2.486
H 1.753 -5.830 -1.183
H 4.427 -3.721 -1.034
H 3.936 -2.362 -0.295
H 3.745 -3.352 -3.186
H 4.576 -1.930 -2.677
H 2.647 -1.468 -4.039
H 2.475 -0.682 -2.658
H 1.008 -2.833 -4.926
H -0.005 -3.921 -3.975
H 1.751 -4.144 -4.124
H 0.159 -0.665 -3.606
H 0.053 -0.739 -1.895
H -1.024 -1.715 -2.936
H 3.142 -3.942 1.190
H 1.677 -4.861 0.918
H 1.639 -3.182 1.326
C -2.583 6.140 -2.100
Br -4.479 6.557 -2.448
Br -2.080 6.480 -0.248
Br -1.548 7.346 -3.186
H -2.384 5.113 -2.386
C -3.235 2.891 -5.852
Br -1.360 2.322 -5.756
Br -3.107 4.793 -6.326
Br -4.027 2.654 -4.100
H -3.721 2.313 -6.626
C -6.186 3.763 -0.683
Br -6.465 5.336 0.476
Br -7.004 4.019 -2.466
Br -6.589 2.017 0.096
H -5.122 3.732 -0.884
C 5.031 4.184 0.634
Br 6.443 5.045 1.701
Br 4.939 2.241 0.993
Br 5.129 4.671 -1.247
H 4.052 4.476 0.997
C 6.889 -1.798 2.268
Br 5.204 -0.873 2.500
Br 8.072 -1.936 3.784
Br 7.856 -1.045 0.744
H 6.583 -2.789 1.955
C 2.113 8.024 -1.655
Br 3.229 8.917 -2.976
Br 2.740 8.533 0.119
Br 1.911 6.128 -1.926
H 1.116 8.438 -1.738
C 4.711 4.791 5.088
Br 4.148 4.588 6.995
Br 4.222 6.643 4.421
Br 3.990 3.353 4.000
H 5.787 4.705 5.012
*
```

Output
- LUMO level (Ha) = 0.03272

Atomic partial charges in e from the Löwdin method, atoms 1 to 2:
1 Hg 1.265
2 C -0.055

2 unconnected molecules or ions with the total composition C6H9N2O2 in a non-equilibrium geometry. Source: OMol25; level of theory: ωB97M-V/def2-TZVPD.

ORCA input file:
```
! wB97M-V def2-TZVPD RIJCOSX def2/J DEFGRID3
* xyz -1 1
C -0.199 1.154 2.474
C -1.658 0.773 2.759
O -2.293 1.402 3.572
O -2.265 -0.153 2.021
H 0.334 0.301 2.075
H 0.165 1.723 3.318
H -0.152 1.824 1.642
C 1.500 -1.123 -3.059
C 0.708 -0.511 -1.986
C -0.458 0.654 -0.655
C 0.645 -1.186 -0.758
N -0.133 0.573 -1.956
N -0.077 -0.439 0.104
H -1.152 1.423 -0.359
H 2.333 -1.781 -2.780
H 2.084 -0.401 -3.688
H -1.663 -0.722 1.512
H 1.387 -1.864 -0.411
H 0.893 -1.647 -3.826
*
```

Output
- LUMO level (Ha) = 0.14029

Atomic partial charges in e from the Löwdin method, atoms 1 to 2:
1 C -0.022
2 C -0.581

A molecular structure, C10H30BN2O3Ti in a non-equilibrium geometry. Source: OMol25; level of theory: ωB97M-V/def2-TZVPD.

ORCA input file:
```
! wB97M-V def2-TZVPD RIJCOSX def2/J DEFGRID3
* xyz 0 4
Ti 8.996 19.550 -26.133
B 7.481 17.653 -26.200
H 7.360 17.991 -25.182
H 6.906 16.755 -26.363
H 7.124 18.388 -26.904
H 8.518 17.417 -26.384
C 10.394 20.909 -28.845
O 10.609 20.071 -27.677
C 11.954 20.033 -27.261
C 12.020 18.881 -26.172
N 11.046 19.199 -25.077
C 10.598 18.007 -24.324
C 11.510 17.803 -23.157
O 11.716 19.101 -22.511
C 12.429 19.026 -21.268
H 10.870 20.418 -29.694
H 10.718 21.940 -28.705
H 9.344 20.903 -29.141
H 12.303 20.965 -26.816
H 12.614 19.846 -28.108
H 13.022 18.738 -25.768
H 11.815 17.918 -26.638
H 11.537 19.712 -24.358
H 10.424 17.078 -24.868
H 9.621 18.262 -23.914
H 12.460 17.334 -23.411
H 11.075 17.009 -22.550
H 11.922 18.496 -20.461
H 12.534 20.041 -20.886
H 13.390 18.544 -21.447
C 6.128 23.145 -27.082
C 7.396 22.328 -26.718
C 7.794 22.425 -25.252
O 8.834 21.568 -24.937
C 9.059 21.531 -23.522
N 7.047 20.968 -27.075
H 5.972 23.043 -28.156
H 6.297 24.180 -26.784
H 5.241 22.777 -26.567
H 8.214 22.699 -27.336
H 6.837 22.241 -24.764
H 8.168 23.418 -25.004
H 8.149 21.077 -23.128
H 9.319 22.530 -23.171
H 9.907 20.904 -23.247
H 6.313 20.587 -26.495
H 6.626 20.874 -27.988
*
```

Output
- ⟨S²⟩ = 3.75
- LUMO level (spin up / spin down) (Ha) = 0.01584 / 0.01362

Atomic partial charges in e from the Löwdin method, atoms 1 to 2:
1 Ti 0.603
2 B -0.439

A molecular structure, C4H8Cl2In. Source: OMol25; level of theory: ωB97M-V/def2-TZVPD.

ORCA input file:
```
! wB97M-V def2-TZVPD RIJCOSX def2/J DEFGRID3
* xyz -1 1
C -0.708 -0.243 2.239
C 0.216 -0.894 1.808
C 1.350 -1.601 1.268
In 1.189 -1.593 -0.988
H -1.381 0.537 2.497
H 1.365 -2.621 1.663
H 2.262 -1.119 1.630
H -0.426 -2.279 -1.390
H 2.440 -2.604 -1.759
H 1.196 0.094 -1.555
C -1.651 2.476 -1.151
Cl -1.521 1.633 0.401
Cl -0.107 3.156 -1.678
H -1.996 1.769 -1.896
H -2.359 3.292 -1.050
*
```

Output
- LUMO level (Ha) = 0.11228

Atomic partial charges in e from the Löwdin method, atoms 1 to 2:
1 C -0.074
2 C -0.333

A molecular structure, C4H6N4 in a non-equilibrium geometry. Source: OMol25; level of theory: ωB97M-V/def2-TZVPD.

ORCA input file:
```
! wB97M-V def2-TZVPD RIJCOSX def2/J DEFGRID3
* xyz 0 1
C -0.792 1.125 0.646
C -1.581 -0.204 0.650
C 1.735 -1.253 -0.437
C 0.382 0.212 0.222
H -0.957 1.515 -1.307
H -0.278 2.917 -0.429
H -0.657 1.660 1.671
H -1.741 -0.603 1.626
H -2.428 -0.420 -0.047
H 2.650 -1.671 -0.551
N -1.201 2.156 -0.421
N -0.258 -0.906 -0.078
N 0.523 -1.801 -0.487
N 1.643 0.169 -0.078
*
```

Output
- LUMO level (Ha) = 0.02804

Atomic partial charges in e from the Löwdin method, atoms 1 to 2:
1 C -0.291
2 C 0.058

A molecular structure, C30H42BaN5O3PSi2 in a non-equilibrium geometry. Source: OMol25; level of theory: ωB97M-V/def2-TZVPD.

ORCA input file:
```
! wB97M-V def2-TZVPD RIJCOSX def2/J DEFGRID3
* xyz 0 1
Ba 0.247 0.214 -0.736
C 5.087 -0.212 -1.190
C 5.544 1.006 -0.722
C 4.681 2.089 -0.702
C 3.376 1.920 -1.151
N 2.927 0.734 -1.577
C 3.765 -0.301 -1.601
C 2.413 3.072 -1.167
C 2.890 4.378 -1.174
C 1.981 5.419 -1.173
C 0.628 5.137 -1.160
C 0.219 3.808 -1.164
N 1.102 2.802 -1.173
C -1.240 3.463 -1.059
C -2.233 4.409 -1.278
C -3.556 4.058 -1.055
C -3.850 2.786 -0.600
C -2.804 1.891 -0.424
N -1.537 2.217 -0.675
H 5.724 -1.084 -1.222
H 6.560 1.115 -0.364
H 5.013 3.037 -0.307
H 3.347 -1.243 -1.934
H 3.950 4.580 -1.197
H 2.325 6.445 -1.173
H -0.091 5.940 -1.121
H -1.992 5.403 -1.626
H -4.343 4.781 -1.225
H -4.864 2.479 -0.387
H -2.965 0.875 -0.079
C 2.654 0.932 2.217
Si 0.835 1.131 2.720
C 0.391 2.940 2.357
C 0.870 1.058 4.604
N -0.093 0.069 1.774
C -1.214 -0.687 2.139
C -1.607 -0.851 3.475
C -2.668 -1.653 3.881
C -3.388 -2.350 2.932
C -3.042 -2.198 1.594
C -2.003 -1.371 1.144
N -1.758 -1.180 -0.219
Si -2.740 -1.754 -1.469
C -4.572 -1.289 -1.382
C -2.150 -0.901 -3.066
C -2.692 -3.619 -1.784
H 3.219 1.848 2.413
H 2.790 0.679 1.161
H 3.115 0.129 2.798
H 0.840 3.619 3.087
H -0.694 3.071 2.392
H 0.732 3.252 1.367
H 1.677 1.713 4.948
H 1.068 0.054 4.985
H -0.059 1.414 5.053
H -1.042 -0.334 4.236
H -2.910 -1.732 4.934
H -4.206 -3.002 3.213
H -3.603 -2.757 0.853
H -4.711 -0.237 -1.650
H -4.988 -1.434 -0.384
H -5.164 -1.883 -2.083
H -2.489 0.140 -3.081
H -2.590 -1.398 -3.934
H -1.067 -0.901 -3.224
H -3.189 -4.161 -0.976
H -1.670 -4.001 -1.840
H -3.198 -3.878 -2.719
C 0.510 -5.730 -0.368
O 1.291 -4.685 -0.958
P 0.844 -3.144 -0.629
O 2.216 -2.529 0.011
C 2.293 -2.534 1.448
O 1.193 -2.493 -2.112
C 0.754 -3.131 -3.314
H 1.120 -6.631 -0.384
H -0.404 -5.900 -0.939
H 0.240 -5.499 0.663
H 3.184 -1.970 1.711
H 2.396 -3.556 1.819
H 1.415 -2.053 1.887
H 1.230 -2.603 -4.138
H -0.329 -3.064 -3.423
H 1.061 -4.175 -3.324
*
```

Output
- LUMO level (Ha) = -0.01984

Atomic partial charges in e from the Löwdin method, atoms 1 to 2:
1 Ba 1.807
2 C -0.035

A molecular structure, C3H4FeO3 in a non-equilibrium geometry. Source: OMol25; level of theory: ωB97M-V/def2-TZVPD.

ORCA input file:
```
! wB97M-V def2-TZVPD RIJCOSX def2/J DEFGRID3
* xyz 2 5
C 0.890 0.910 -0.141
O -1.076 -0.726 -0.063
C -1.075 0.169 0.848
C 0.756 -0.344 -0.923
O -0.075 1.093 0.776
O -1.722 0.019 1.885
H 1.871 1.167 0.268
H 1.148 -1.175 -0.320
H 0.461 0.811 -1.580
Fe -2.681 -1.482 0.976
H 1.503 -0.442 -1.727
*
```

Output
- ⟨S²⟩ = 6.14
- LUMO level (spin up / spin down) (Ha) = -0.40914 / -0.42476

Atomic partial charges in e from the Löwdin method, atoms 1 to 2:
1 C 0.002
2 O -0.028

3 unconnected molecules or ions with the total composition C18H17FO4 in a non-equilibrium geometry. Source: OMol25; level of theory: ωB97M-V/def2-TZVPD.

ORCA input file:
```
! wB97M-V def2-TZVPD RIJCOSX def2/J DEFGRID3
* xyz 0 1
O 0.095 -5.024 2.652
C -0.374 -6.118 2.036
C -1.661 -6.558 2.291
C -2.238 -7.703 1.650
C -1.435 -8.338 0.671
O -1.989 -9.420 0.169
C -0.135 -7.906 0.452
C 0.373 -6.763 1.060
H 0.871 -4.638 2.240
H -2.390 -6.080 2.928
H -3.277 -7.981 1.744
H -2.909 -9.504 0.430
H 0.392 -8.396 -0.354
H 1.411 -6.519 0.890
O -5.514 6.340 -0.875
C -4.360 6.988 -0.632
C -3.136 6.377 -0.332
C -2.007 7.177 -0.136
C -2.093 8.554 -0.247
O -1.002 9.357 -0.040
C -3.300 9.151 -0.488
C -4.436 8.378 -0.727
H -6.229 6.913 -1.160
H -3.114 5.321 -0.108
H -1.075 6.675 0.082
H -1.145 10.140 -0.577
H -3.289 10.226 -0.594
H -5.366 8.863 -0.986
F 2.497 0.387 -0.935
C 3.721 -0.203 -0.973
C 3.984 -1.122 -1.949
C 5.276 -1.656 -2.072
C 6.246 -1.420 -1.049
C 5.899 -0.575 -0.024
C 4.709 0.006 -0.001
H 3.202 -1.318 -2.667
H 5.631 -2.231 -2.915
H 7.256 -1.801 -1.021
H 6.547 -0.210 0.759
H 4.364 0.633 0.808
*
```

Output
- LUMO level (Ha) = 0.02114
- SMILES = Oc1ccc(O)cc1.Oc1ccc(O)cc1.Fc1ccccc1

Atomic partial charges in e from the Löwdin method, atoms 1 to 2:
1 O 0.054
2 C -0.363

Copy entry 3 word for word.
A molecular structure, C10H30BN2O3Ti in a non-equilibrium geometry. Source: OMol25; level of theory: ωB97M-V/def2-TZVPD.

ORCA input file:
```
! wB97M-V def2-TZVPD RIJCOSX def2/J DEFGRID3
* xyz 0 4
Ti 8.996 19.550 -26.133
B 7.481 17.653 -26.200
H 7.360 17.991 -25.182
H 6.906 16.755 -26.363
H 7.124 18.388 -26.904
H 8.518 17.417 -26.384
C 10.394 20.909 -28.845
O 10.609 20.071 -27.677
C 11.954 20.033 -27.261
C 12.020 18.881 -26.172
N 11.046 19.199 -25.077
C 10.598 18.007 -24.324
C 11.510 17.803 -23.157
O 11.716 19.101 -22.511
C 12.429 19.026 -21.268
H 10.870 20.418 -29.694
H 10.718 21.940 -28.705
H 9.344 20.903 -29.141
H 12.303 20.965 -26.816
H 12.614 19.846 -28.108
H 13.022 18.738 -25.768
H 11.815 17.918 -26.638
H 11.537 19.712 -24.358
H 10.424 17.078 -24.868
H 9.621 18.262 -23.914
H 12.460 17.334 -23.411
H 11.075 17.009 -22.550
H 11.922 18.496 -20.461
H 12.534 20.041 -20.886
H 13.390 18.544 -21.447
C 6.128 23.145 -27.082
C 7.396 22.328 -26.718
C 7.794 22.425 -25.252
O 8.834 21.568 -24.937
C 9.059 21.531 -23.522
N 7.047 20.968 -27.075
H 5.972 23.043 -28.156
H 6.297 24.180 -26.784
H 5.241 22.777 -26.567
H 8.214 22.699 -27.336
H 6.837 22.241 -24.764
H 8.168 23.418 -25.004
H 8.149 21.077 -23.128
H 9.319 22.530 -23.171
H 9.907 20.904 -23.247
H 6.313 20.587 -26.495
H 6.626 20.874 -27.988
*
```

Output
- ⟨S²⟩ = 3.75
- LUMO level (spin up / spin down) (Ha) = 0.01584 / 0.01362

Atomic partial charges in e from the Löwdin method, atoms 1 to 2:
1 Ti 0.603
2 B -0.439